Record 1
{
  "formula": "C29H56CeNO5P2SSi",
  "method": "ωB97M-V/def2-TZVPD",
  "elements": ["H", "C", "H", "C", "H", "H", "H", "H", "O", "C", "H", "C", "H", "C", "C", "H", "H", "H", "H", "Ce", "H", "C", "H", "H", "H", "H", "H", "H", "C", "C", "C", "H", "H", "C", "H", "H", "O", "H", "C", "H", "H", "H", "H", "Si", "S", "H", "C", "H", "H", "H", "C", "H", "P", "H", "H", "H", "H", "C", "N", "C", "H", "O", "H", "H", "C", "C", "H", "H", "H", "H", "H", "H", "C", "H", "C", "H", "C", "H", "H", "P", "H", "H", "O", "C", "C", "O", "C", "C", "H", "C", "H", "C", "C", "H", "H", "C"],
  "xyz": [[2.47279, -1.27251, 3.75008], [-3.53274, 0.49574, 1.88086], [3.05789, -0.01698, 1.70009], [3.44819, -1.84218, -4.10198], [4.47084, -2.22821, -4.05440], [-1.58447, 0.11132, 4.33370], [-3.84130, -0.90146, 3.52034], [-2.55206, 0.51098, -2.25650], [-2.02629, -2.55684, 2.11925], [1.34986, -1.54778, -5.23426], [0.15277, 6.17461, 0.38123], [3.34450, -0.59940, 0.81082], [-0.55841, 0.24834, -5.40396], [-0.42635, -0.02921, -4.34628], [0.00407, -2.14296, 4.66335], [-3.02885, 1.43361, -3.72742], [-0.71689, 5.22735, 2.48355], [0.24520, -2.04615, 5.73156], [-4.74941, 2.05622, 2.73435], [0.73341, 0.69710, -1.14638], [1.04532, 4.60345, -1.43652], [0.69213, 2.86779, -0.22113], [0.43430, 1.25872, 1.27209], [-3.61754, -5.55078, 1.87588], [1.73723, 2.25781, -2.71437], [-0.22796, 1.24660, 4.06690], [-3.96406, -0.19148, -0.14981], [-1.59464, 2.54445, -5.38410], [0.67206, 4.23318, -0.48318], [2.61578, -2.12847, -5.18677], [-0.32644, 4.55776, 1.70683], [-1.18861, -5.82910, 2.54926], [-3.29980, 1.67074, 3.69392], [3.00138, -0.99068, -3.06048], [-3.54690, 1.54983, -0.03026], [-1.24979, -0.72106, -4.08958], [2.63462, 2.44719, -4.89570], [5.69048, 1.46518, -4.53967], [-3.68646, 1.78917, 2.67316], [-4.23867, -1.56430, 1.90801], [4.44000, 2.41210, 0.38006], [0.59903, -2.96936, 4.25996], [4.34184, -1.03237, 0.96190], [-1.22843, -1.19068, 1.60222], [-0.86288, -1.31233, -0.41449], [3.54874, 2.15115, -4.60968], [0.35270, -0.83936, 3.97060], [-2.61961, 2.30284, -2.21602], [-1.41741, -4.60823, 3.81989], [4.90203, -1.01473, -2.07495], [-1.14586, -4.75065, 2.76658], [-2.31976, -3.74034, -0.30981], [3.46731, 0.49210, -0.66787], [-0.34897, 0.34933, 5.59246], [0.20550, 2.78646, -5.30656], [-5.12189, 0.97400, 0.53966], [2.95495, -2.76246, -5.99722], [-0.73998, 2.79000, -4.73646], [1.69507, -0.49940, -3.10249], [4.81897, 1.65459, -0.32656], [-1.86197, -5.38205, 0.20845], [0.16835, -1.00079, 2.50163], [2.61540, -1.41396, 0.66040], [-0.73496, 2.77293, 2.85629], [-0.31535, 3.18553, 1.93360], [-4.05432, 0.71275, 0.46450], [5.13794, 2.15495, -1.25631], [-0.11534, -4.40843, 2.59567], [-3.15834, 2.60890, 2.16928], [2.07580, 0.47829, 3.78221], [-3.93114, -4.24253, 3.03011], [4.86130, 0.84485, -3.38088], [3.89969, -0.56415, -2.04085], [-4.19720, -3.99494, 1.26755], [-1.70220, -4.30947, 0.39196], [2.76100, 3.36518, -5.19742], [-3.55079, -4.46162, 2.02374], [2.10860, 2.59461, -2.11952], [5.66128, 1.11930, 0.12693], [-0.64527, 1.57805, -3.39779], [-0.64262, -4.08235, 0.22510], [-0.89413, 3.77952, -4.27196], [4.98010, 1.66744, -3.90952], [-2.10132, -4.02290, 1.82892], [0.25642, 2.31672, 0.97946], [-2.09516, 0.20215, 1.88726], [0.16890, 5.08692, 0.50564], [0.92783, -0.71842, -4.19934], [2.03539, -0.47225, 5.27215], [-2.38714, 1.42893, -2.83993], [-1.06304, -2.37828, 4.56883], [-4.26389, -0.66497, 2.53582], [1.82455, -0.50718, 4.19454], [-5.31432, -0.37372, 2.67454], [0.69452, -1.66439, -6.10185], [-0.51515, 0.28507, 4.50708]],
  "forces_ev_per_a": [[-0.157, 0.167, 0.043], [0.684, -0.283, 0.077], [0.106, -0.258, -0.206], [-0.485, -0.575, -1.180], [-0.450, 0.093, -0.023], [0.334, 0.011, 0.013], [-0.048, 0.035, -0.246], [0.101, 0.295, -0.150], [0.251, -0.098, -0.499], [-0.985, 0.804, 0.092], [0.049, -0.437, -0.146], [0.250, 0.346, 0.239], [0.034, -0.243, 0.294], [0.014, 0.034, 0.196], [0.012, -0.185, 0.264], [-0.060, -0.060, 0.215], [0.110, -0.310, -0.435], [-0.101, -0.055, -0.228], [0.222, -0.026, 0.024], [0.494, 0.346, 0.426], [-0.137, 0.100, 0.215], [0.108, -1.636, -0.379], [-0.492, 0.244, -0.101], [0.059, 0.313, 0.054], [0.581, 0.334, 0.261], [-0.101, -0.217, 0.060], [0.050, 0.149, 0.116], [0.289, 0.084, 0.182], [-0.357, 0.415, 0.539], [1.023, 0.304, 1.366], [-0.089, -0.227, 0.003], [0.028, 0.302, 0.070], [-0.059, 0.058, -0.248], [0.020, 0.870, 0.671], [0.023, -0.179, 0.121], [0.328, 0.273, 0.020], [0.529, 0.431, -0.097], [-0.243, 0.136, 0.220], [-0.125, -0.006, 0.103], [0.046, 0.274, 0.234], [0.286, -0.241, -0.209], [-0.155, 0.151, 0.041], [-0.256, -0.079, 0.122], [-0.687, -0.448, 2.393], [0.808, 0.397, -1.255], [-0.895, 0.237, -0.213], [-0.176, -0.130, -0.722], [-0.087, -0.242, -0.144], [0.092, 0.031, -0.258], [-0.440, 0.035, 0.243], [-0.059, -0.131, 0.067], [0.149, -0.113, 0.083], [0.120, -1.169, -0.970], [-0.065, 0.046, -0.253], [-0.416, 0.004, 0.289], [0.294, -0.113, -0.126], [0.043, 0.026, 0.089], [0.291, 0.611, 0.102], [0.086, 0.426, 0.177], [-0.106, 0.348, 0.180], [0.082, 0.278, -0.029], [-0.208, 0.307, -0.073], [0.230, 0.340, -0.021], [0.251, 0.238, -0.337], [0.148, -0.387, 0.363], [-0.186, 0.030, -0.039], [-0.185, -0.254, 0.371], [-0.290, -0.075, 0.110], [-0.055, -0.185, 0.153], [-0.040, -0.187, -0.024], [0.146, 0.088, -0.256], [-0.227, 0.312, -0.116], [-0.035, 0.092, -0.187], [0.128, -0.017, 0.275], [0.071, -0.217, -0.082], [-0.048, -0.585, 0.152], [-0.076, -0.082, 0.107], [-0.336, -0.505, -0.300], [-0.095, 0.145, -0.119], [-0.770, -1.010, -0.878], [-0.251, -0.040, -0.066], [0.055, -0.284, -0.383], [0.651, -0.538, 0.004], [0.133, 0.874, -0.012], [-0.156, 1.199, 0.354], [-0.253, -0.573, -0.243], [0.194, 0.040, -0.116], [0.358, -0.614, -0.838], [-0.086, -0.010, -0.249], [0.034, 0.246, -0.011], [0.277, 0.043, -0.051], [-0.595, 0.109, 0.106], [0.085, -0.022, -0.007], [0.168, -0.130, 0.020], [0.297, -0.059, 0.323], [-0.098, 0.164, 0.284]],
  "fmax_ha_per_bohr": 0.049,
  "lumo_energy_ev": [-4.050, -4.058],
  "spin_multiplicity": 1,
  "total_charge": 1,
  "de_lowest_kcal_mol": 0.0,
  "total_energy_ha": -3414.99945,
  "orbital_gap_ha": [0.20016, 0.19983]
}

Record 2
{
  "formula": "C29H57BBr2Cl20IN2O3",
  "method": "ωB97M-V/def2-TZVPD",
  "elements": ["N", "H", "H", "C", "C", "H", "C", "H", "Cl", "H", "Cl", "O", "Cl", "H", "H", "Cl", "H", "Cl", "C", "H", "H", "Cl", "H", "H", "C", "H", "C", "Cl", "C", "C", "O", "C", "H", "H", "H", "C", "H", "H", "C", "Cl", "H", "H", "C", "H", "O", "C", "H", "H", "H", "Cl", "H", "C", "Cl", "H", "C", "H", "H", "C", "H", "H", "Br", "H", "H", "B", "H", "Cl", "H", "H", "Cl", "Cl", "H", "C", "C", "C", "C", "H", "C", "Cl", "H", "Cl", "Cl", "H", "H", "N", "H", "H", "C", "H", "C", "Cl", "H", "H", "C", "Cl", "Cl", "H", "H", "C", "H", "C", "H", "I", "Cl", "H", "C", "H", "H", "C", "H", "H", "Br", "C", "H", "H", "H"],
  "xyz": [[3.39262, -2.40325, 1.24438], [1.11092, 3.32428, 4.64531], [0.29178, 0.29897, -2.36725], [-0.85672, -0.63003, -0.80250], [0.69210, -6.02792, -2.07415], [-10.98686, 5.01105, 6.22999], [3.80218, -0.38115, 0.07986], [-6.79267, -0.88491, 5.22310], [-7.92178, -1.47074, -2.52061], [1.11642, 2.30895, 2.34398], [3.96856, 5.06911, -2.15542], [6.10420, -1.23371, 0.76196], [5.66490, -3.32526, -1.79627], [8.43757, -3.36782, -2.66781], [7.84667, 2.75870, -5.82692], [-9.06902, -2.65227, 0.42336], [-8.86001, -0.35786, -0.04283], [-4.34087, -1.77909, -0.39534], [6.49866, 3.45717, -4.29765], [2.36960, -5.02836, -2.94965], [-5.44988, -1.26044, -3.03916], [7.65323, -1.44405, -3.79459], [7.97198, 1.90676, -4.28168], [3.27057, 4.82729, -4.38856], [1.03510, 3.38092, 2.51490], [-5.72798, -1.22608, 3.06762], [2.02594, 1.22886, -0.63231], [-8.24505, 5.49664, 7.00330], [2.88779, 5.39170, -3.54538], [0.42125, -0.48865, -1.63855], [3.23854, -2.88216, 2.29309], [-0.90575, -1.87245, 0.08361], [-10.16754, -2.10385, -2.19150], [-0.01888, 3.65352, 2.51478], [-8.93305, 3.39967, 7.82400], [7.79043, -3.20149, -3.52447], [1.70151, 4.84239, 3.95102], [0.09491, -2.16033, 0.39740], [2.15845, -5.67830, -2.10053], [2.66104, -4.80159, -0.62966], [-11.26613, 3.38433, 6.86915], [1.09267, 5.51755, -2.34561], [1.44996, 5.05088, -3.25946], [5.75871, -3.55066, -4.13700], [3.41308, -1.00629, 1.32742], [7.28878, 1.42941, -0.07685], [6.15187, -2.13308, 0.41262], [-5.66089, 0.50262, 3.44288], [1.35474, 1.81642, -0.03851], [3.34085, 3.14749, 3.93298], [2.90569, -1.95836, -1.08063], [-10.70844, 4.30837, 7.01053], [-2.14662, -3.32778, 5.55902], [0.48842, -3.79474, 3.02223], [-0.01468, -3.30393, 3.85295], [-9.97657, -0.34950, -2.30888], [-1.35539, -2.68348, -0.47416], [7.28144, 2.37076, -4.98441], [-2.02507, -3.80323, 3.25861], [-1.65270, -0.69158, -1.53142], [-1.22955, 0.97440, 0.23025], [-1.20639, -5.02586, 4.24011], [-5.82506, -0.02113, -0.86225], [5.41865, -0.35198, -0.03690], [2.77450, -6.56983, -2.17829], [6.20577, 1.08614, -5.59658], [6.52031, -4.91060, -3.29693], [2.96288, 1.16490, 1.29174], [-7.13474, 0.02134, 1.66859], [-11.22139, 4.99556, 8.57177], [7.17588, 4.16918, -3.83003], [3.28555, 1.08316, 0.25686], [-1.34990, -3.95671, 4.09672], [2.94835, -0.87786, -1.08596], [-6.32434, -0.32802, 3.21904], [6.84707, 2.25835, 0.46470], [-4.82936, -0.27241, -1.21770], [-3.19978, -0.65346, -3.36999], [6.69044, 0.10586, -1.70202], [0.31539, -7.23322, -0.82139], [5.49630, 4.37270, -5.45818], [8.26086, -3.62551, -4.40922], [0.62418, -3.35805, 4.72945], [1.64800, -0.20496, -0.80058], [1.37538, -0.49225, 0.15156], [2.33692, 1.75217, -1.52040], [-9.55263, -1.13121, -0.36579], [-5.24650, 0.48677, -3.16699], [-4.84718, -0.41908, -2.71593], [-8.19323, 0.93722, 4.75108], [-10.54896, -0.88426, -0.00409], [0.40271, -6.45562, -3.03257], [-9.57121, -1.25673, -1.86568], [-0.18774, -1.57524, 3.42314], [1.79469, 4.22483, 1.13316], [-8.98458, 3.48384, 6.05963], [8.07724, 1.80380, -0.71797], [-7.31669, -0.55649, 4.32776], [5.55668, 1.38884, -1.35852], [6.43433, -3.82656, -3.33126], [7.75712, 0.76770, 0.64567], [3.70195, -0.41620, -3.03162], [1.22694, 3.28494, -3.09014], [0.82362, 5.37155, -4.08892], [1.67252, 3.76400, 3.82345], [-1.51892, -1.69014, 0.95302], [2.97066, 6.45406, -3.76668], [6.23273, 0.67452, -0.89251], [-8.05210, -1.30828, 4.05465], [4.02496, 1.86223, 0.14361], [0.57718, -2.12624, -2.66415], [-9.23193, 4.01232, 6.97799], [0.08092, -5.14993, -1.88174], [5.83831, 3.05071, -3.53563], [-4.13732, 0.50732, -0.90759]],
  "forces_ev_per_a": [[0.426, -0.189, -0.053], [-0.001, -0.031, -0.005], [0.286, 0.248, -0.079], [0.183, -0.555, -0.070], [-0.034, -0.010, -0.052], [0.008, 0.045, 0.016], [0.450, 1.423, -0.394], [0.030, 0.026, 0.005], [-0.148, -0.010, -0.025], [0.028, -0.012, -0.017], [-0.122, -0.085, -0.012], [0.052, -0.097, -0.359], [-0.039, -0.099, 0.040], [-0.014, 0.037, 0.034], [-0.038, -0.018, -0.055], [-0.019, -0.024, -0.006], [-0.094, -0.063, -0.066], [0.011, 0.007, 0.010], [0.016, 0.050, 0.093], [-0.018, 0.026, 0.022], [0.156, -0.077, 0.010], [0.038, -0.082, -0.002], [-0.038, -0.010, 0.040], [-0.029, -0.016, 0.056], [-0.133, 0.016, -0.007], [-0.035, -0.032, -0.019], [2.090, 0.680, 1.301], [0.017, 0.009, 0.010], [-0.052, 0.107, -0.043], [-0.381, 0.007, -0.017], [-0.153, 0.028, 0.074], [0.128, 0.347, -0.182], [0.055, -0.056, -0.002], [0.012, 0.056, 0.014], [0.005, 0.036, 0.044], [0.037, 0.019, 0.032], [0.044, 0.014, -0.020], [0.092, -0.213, 0.249], [-0.003, -0.015, -0.077], [-0.088, 0.015, 0.010], [0.014, -0.021, 0.017], [0.011, -0.064, 0.051], [0.041, 0.142, 0.079], [-0.043, 0.058, 0.040], [-0.582, -0.161, -0.065], [0.119, -0.410, -0.007], [-0.011, -0.031, 0.358], [-0.038, 0.053, -0.017], [-0.929, -0.075, -0.402], [0.022, -0.007, -0.002], [-0.583, -0.157, 0.032], [-0.048, -0.029, -0.032], [-0.026, 0.023, -0.004], [-0.006, 0.007, -0.054], [0.066, -0.071, -0.006], [0.046, 0.032, 0.005], [0.063, -0.225, -0.126], [0.069, 0.017, 0.055], [-0.012, 0.025, -0.002], [-0.183, 0.199, -0.012], [0.028, 0.179, 0.024], [0.023, -0.006, 0.025], [-0.033, -0.075, 0.007], [0.360, -0.501, -0.059], [0.011, -0.016, 0.052], [-0.062, -0.037, -0.083], [0.028, -0.002, 0.065], [0.101, -0.009, 0.240], [0.164, 0.180, 0.091], [-0.004, 0.014, 0.000], [0.024, 0.015, -0.037], [-0.413, -0.516, 0.679], [-0.023, -0.044, -0.026], [0.966, -0.645, 0.151], [0.127, -0.094, 0.036], [-0.044, 0.182, 0.094], [-0.051, 0.123, -0.019], [0.013, -0.018, -0.258], [0.137, -0.152, -0.051], [-0.009, 0.009, 0.027], [0.163, -0.048, -0.076], [-0.023, 0.000, -0.026], [-0.013, 0.051, 0.033], [-1.110, 0.095, -0.210], [0.174, -0.218, 0.005], [-0.596, -0.421, -0.672], [-0.055, -0.001, 0.039], [0.045, 0.031, 0.000], [-0.049, 0.058, 0.074], [-0.036, 0.010, 0.001], [-0.022, -0.014, -0.029], [0.022, -0.022, -0.003], [-0.110, 0.026, -0.004], [0.079, 0.077, 0.064], [-0.005, -0.063, -0.059], [-0.022, 0.017, -0.033], [0.111, 0.239, -0.112], [0.001, -0.066, 0.059], [0.041, 0.139, -0.283], [0.068, -0.072, -0.146], [0.090, -0.054, 0.122], [-0.015, 0.326, 0.076], [-0.152, 0.030, -0.132], [0.025, -0.038, -0.043], [0.012, -0.020, 0.056], [-0.031, 0.014, 0.172], [0.000, 0.019, 0.039], [-0.630, 0.403, 0.293], [-0.032, 0.027, -0.039], [0.080, 0.126, -0.476], [-0.068, 0.003, -0.043], [0.038, -0.076, -0.029], [-0.008, 0.026, 0.031], [-0.051, 0.003, -0.024], [0.021, -0.004, 0.011]],
  "fmax_ha_per_bohr": 0.050,
  "lumo_energy_ev": -2.375,
  "spin_multiplicity": 1,
  "total_charge": 1,
  "total_energy_ha": -16148.61524,
  "orbital_gap_ha": 0.34255
}

Number 1: molar mass 760.99 g mol⁻¹. Number 2: molar mass 1488.37 g mol⁻¹.